# 1
# C24H33N5O4

A single C24H33N5O4 molecule (ωB97M-V with the def2-TZVPD basis set, the OMol25 dataset).

The multiplicity is 1. As for the molar mass: 455.6 g mol⁻¹. Its net charge is 0. The calculation puts the relative energy (zero: lowest compared OMol25 entry of this formula, charge and spin) at 15.8 kcal/mol. The value obtained for the HOMO energy is -7.865 eV. The SMILES is CCOc1ccc(C(=O)NCCC(=O)N2CCC3(CC2)NCCc2[nH]cnc23)cc1OCC.

CARTESIAN COORDINATES (ANGSTROEM)
O (7.486, 0.405, 0.282)
O (3.008, -3.890, -0.965)
O (4.903, 1.685, 0.345)
O (0.062, -0.306, 1.083)
N (-4.673, 0.549, -1.812)
N (1.662, -2.237, -0.243)
N (-5.696, 0.144, 1.774)
N (-1.944, -0.772, 0.195)
N (-6.817, 0.993, -2.084)
C (-0.450, -2.616, 0.888)
C (7.461, 2.147, -1.437)
C (-4.702, 0.004, 0.701)
C (-6.645, 0.673, -0.764)
C (-7.672, 0.594, 0.304)
C (7.649, 1.789, 0.034)
C (5.306, -2.399, -0.342)
C (-7.046, -0.254, 1.432)
C (4.034, -1.841, -0.330)
C (-5.594, 0.900, -2.665)
C (0.449, -3.013, -0.290)
C (-3.498, 0.890, 1.061)
C (-2.307, 0.630, 0.142)
C (-0.778, -1.138, 0.751)
C (-5.311, 0.407, -0.612)
C (5.010, 0.342, 0.096)
C (-4.232, -1.464, 0.656)
C (3.628, 2.296, 0.338)
C (-3.022, -1.615, -0.265)
C (6.299, -0.229, 0.067)
C (6.412, -1.601, -0.150)
C (3.834, 3.775, 0.630)
C (3.906, -0.470, -0.119)
C (2.875, -2.752, -0.544)
H (-8.594, 0.134, -0.058)
H (-5.039, -2.104, 0.298)
H (8.108, 1.530, -2.057)
H (6.430, 1.982, -1.738)
H (-5.704, 1.107, 2.096)
H (-7.019, -1.300, 1.120)
H (2.982, 1.846, 1.103)
H (2.929, -0.016, -0.121)
H (6.977, 2.383, 0.659)
H (-2.576, 0.886, -0.886)
H (-3.300, -1.273, -1.268)
H (7.407, -2.018, -0.158)
H (-7.685, 1.241, -2.530)
H (4.305, 3.899, 1.602)
H (7.710, 3.193, -1.594)
H (-3.782, 1.942, 0.990)
H (-1.444, 1.215, 0.462)
H (4.476, 4.220, -0.126)
H (-3.975, -1.766, 1.673)
H (-7.653, -0.184, 2.338)
H (-7.918, 1.594, 0.679)
H (0.723, -4.071, -0.245)
H (-3.219, 0.674, 2.095)
H (-1.329, -3.253, 0.938)
H (3.152, 2.169, -0.645)
H (8.683, 1.983, 0.337)
H (-0.079, -2.834, -1.237)
H (-2.714, -2.656, -0.328)
H (2.876, 4.286, 0.632)
H (5.406, -3.460, -0.511)
H (0.118, -2.735, 1.813)
H (-5.420, 1.096, -3.703)
H (1.573, -1.337, 0.209)

Mulliken population analysis, charges in e, atoms 1 to 2: -0.513, -0.732

# 2
# C24H33N6NaO7P2SSi

A molecular structure, C24H33N6NaO7P2SSi (ωB97M-V with the def2-TZVPD basis set, the OMol25 dataset).

The multiplicity is 1. As for the molar mass: 662.7 g mol⁻¹. Its net charge is -2. The calculation puts the relative energy (zero: lowest compared OMol25 entry of this formula, charge and spin) at 15.5 kcal/mol. The value obtained for the HOMO energy is -1.145 eV.

CARTESIAN COORDINATES (ANGSTROEM)
S (-0.761, 2.165, 2.866)
P (-0.304, -2.395, 2.999)
P (2.500, -1.023, 2.954)
Si (2.565, 1.466, -1.120)
Na (0.362, -0.478, 0.722)
O (3.269, -0.260, 4.208)
O (-1.351, -2.747, 4.220)
O (0.179, -3.631, 2.352)
O (-0.934, -1.252, 2.274)
O (1.884, 0.049, 2.119)
O (-0.728, -1.511, -0.957)
O (3.349, -2.114, 2.438)
N (-3.068, 1.744, 1.453)
N (-2.242, 1.648, 0.320)
N (0.480, -0.340, 4.505)
N (1.301, 0.350, -1.287)
N (-3.250, 1.674, 3.717)
N (-1.401, 1.585, -2.365)
C (0.701, -2.731, -4.129)
C (1.774, -1.863, -4.243)
C (0.070, -1.575, -2.102)
C (1.155, -0.626, -2.177)
C (-2.208, 2.703, -0.377)
C (-3.736, -3.361, -0.166)
C (-0.135, -2.577, -3.021)
C (2.960, 2.510, -2.668)
C (1.074, -1.628, 3.994)
C (-4.256, -1.742, -1.861)
C (2.092, 2.728, 0.181)
C (1.516, -2.529, 5.132)
C (-0.437, 2.801, -4.186)
C (4.210, 0.679, -0.614)
C (-1.575, 2.733, -1.713)
C (-2.436, 1.812, 2.579)
C (-1.219, 3.967, -2.262)
C (-2.029, -1.924, -1.021)
C (-4.660, -2.766, -1.013)
C (1.992, -0.869, -3.305)
C (-2.411, -2.947, -0.165)
C (-0.645, 3.998, -3.520)
C (-2.940, -1.311, -1.871)
C (-0.828, 1.624, -3.559)
H (-4.042, -4.155, 0.506)
H (3.230, 1.922, -3.546)
H (0.522, -3.520, -4.848)
H (2.467, -1.960, -5.074)
H (-4.230, 1.737, 3.471)
H (-0.967, -3.254, -2.868)
H (1.216, 0.298, 4.813)
H (2.015, 2.266, 1.164)
H (-0.172, -0.510, 5.269)
H (-2.964, 2.297, 4.456)
H (4.872, 1.426, -0.166)
H (-4.976, -1.255, -2.509)
H (1.112, 3.154, -0.042)
H (0.034, 2.762, -5.159)
H (2.282, -2.051, 5.749)
H (-5.695, -3.090, -1.005)
H (-0.665, 0.662, -4.036)
H (-1.384, 4.871, -1.690)
H (3.992, 0.285, 3.885)
H (-1.666, -3.392, 0.484)
H (-0.348, 4.941, -3.966)
H (1.944, -3.427, 4.691)
H (-2.603, -0.484, -2.480)
H (0.668, -2.822, 5.758)
H (-2.647, 3.635, -0.007)
H (2.102, 3.129, -2.935)
H (2.853, -0.223, -3.428)
H (3.798, 3.173, -2.431)
H (-2.183, -2.310, 4.005)
H (4.730, 0.236, -1.467)
H (2.825, 3.541, 0.219)
H (-0.034, 0.188, 3.739)
H (4.037, -0.111, 0.118)

Mulliken population analysis, charges in e, atoms 1 to 2: -0.613, 0.706

| no. | gap between HOMO and LUMO (eV) |
| --- | --- |
| 1 | 8.325 |
| 2 | 4.962 |